# 1
60
Properties=species:S:1:pos:R:3:lowdin_charge:R:1 method="wB97M-V/def2-TZVPD" energy_ha=-3555.8154 e_lumo_ev=-2.97 charge=+1 homo_ev=-10.97 orbital_gap_ev=8.0
Mg 0.299 -0.338 -0.008 0.51
Cl -0.057 0.425 2.520 0.66
C 0.805 1.939 2.263 -0.88
Cl 1.587 1.897 0.696 0.60
H 1.570 2.059 3.032 0.06
H 0.085 2.758 2.267 0.05
O -1.246 2.573 -0.247 -0.10
N -1.990 1.387 -0.398 -0.06
C -3.213 1.533 -0.079 -0.09
C -4.190 0.466 -0.047 -0.21
C -5.539 0.829 -0.058 -0.02
C -6.528 -0.131 -0.006 -0.05
C -6.188 -1.472 0.092 -0.04
C -4.858 -1.849 0.115 -0.06
C -3.852 -0.892 0.036 -0.27
P -2.098 -1.421 0.031 1.05
C -2.070 -2.552 1.450 -0.37
C -1.378 -3.758 1.427 -0.10
C -1.225 -4.488 2.591 -0.06
C -1.747 -4.019 3.784 -0.07
C -2.420 -2.807 3.819 -0.07
C -2.568 -2.069 2.661 -0.12
C -2.131 -2.456 -1.469 -0.36
C -2.515 -3.791 -1.509 -0.09
C -2.430 -4.499 -2.695 -0.06
C -1.995 -3.876 -3.852 -0.06
C -1.654 -2.533 -3.831 -0.07
C -1.717 -1.829 -2.642 -0.12
H -0.494 2.494 -0.853 0.06
H -3.574 2.526 0.194 0.14
H -5.805 1.872 -0.125 0.12
H -7.564 0.164 -0.030 0.11
H -6.962 -2.220 0.160 0.11
H -4.600 -2.896 0.204 0.11
H -0.961 -4.125 0.501 0.09
H -0.680 -5.419 2.562 0.11
H -1.630 -4.597 4.687 0.11
H -2.821 -2.440 4.752 0.11
H -3.067 -1.107 2.689 0.11
H -2.858 -4.294 -0.616 0.10
H -2.702 -5.544 -2.712 0.11
H -1.928 -4.434 -4.772 0.11
H -1.327 -2.044 -4.737 0.11
H -1.444 -0.776 -2.615 0.10
Cl 4.691 0.901 1.476 0.51
C 5.038 0.191 -0.105 -0.96
Cl 3.538 -0.110 -0.997 0.54
H 5.544 -0.763 0.047 0.04
H 5.648 0.892 -0.675 0.04
C 1.894 -4.886 0.042 -0.09
C 1.528 -4.318 -1.165 -0.08
C 1.185 -2.975 -1.230 -0.17
C 1.170 -2.182 -0.088 -0.32
C 1.555 -2.765 1.112 -0.18
C 1.939 -4.096 1.178 -0.10
H 2.137 -5.938 0.099 0.10
H 1.500 -4.920 -2.062 0.10
H 0.919 -2.553 -2.190 0.08
H 1.549 -2.182 2.032 0.08
H 2.274 -4.510 2.119 0.11

---

# 2
54
Properties=species:S:1:pos:R:3:lowdin_charge:R:1 method="wB97M-V/def2-TZVPD" energy_ha=-1153.1011 e_lumo_ev=-6.02 charge=+1 homo_ev=-9.90 orbital_gap_ev=3.9
N -1.333 3.109 0.097 0.09
C -2.722 3.119 0.145 -0.32
C -3.436 4.321 0.159 -0.04
C -4.814 4.319 0.176 -0.09
C -5.507 3.123 0.190 -0.11
C -4.815 1.926 0.182 -0.10
C -3.438 1.919 0.163 -0.05
H -0.801 2.253 0.201 0.07
H -0.777 3.943 0.236 0.09
H -2.892 5.251 0.154 0.11
H -5.354 5.251 0.179 0.11
H -6.585 3.125 0.185 0.10
H -5.358 0.995 0.188 0.10
H -2.892 0.991 0.161 0.08
C 6.258 0.982 0.659 -0.05
N 5.560 -0.108 -0.035 -0.23
C 6.385 -1.141 -0.682 -0.05
C 4.138 -0.200 -0.007 -0.19
C 3.350 0.421 -0.999 0.03
C 1.988 0.336 -0.968 0.00
C 1.326 -0.380 0.047 -0.13
C -0.087 -0.693 -0.009 0.06
C -0.808 -1.286 1.093 -0.12
C -1.817 -2.135 0.585 -0.09
C -2.551 -2.955 1.439 0.03
C -2.307 -2.879 2.793 -0.02
C -1.362 -1.988 3.310 -0.04
C -0.612 -1.191 2.479 0.00
C -1.830 -1.988 -0.852 -0.09
C -0.828 -1.049 -1.204 -0.09
C -0.643 -0.725 -2.557 0.02
C -1.418 -1.349 -3.506 -0.04
C -2.365 -2.311 -3.149 -0.02
C -2.583 -2.634 -1.828 0.02
C 2.122 -0.986 1.041 0.01
C 3.482 -0.900 1.023 0.03
H 5.518 1.641 1.113 0.09
H 6.905 0.591 1.444 0.08
H 6.857 1.563 -0.042 0.08
H 5.731 -1.894 -1.121 0.09
H 6.994 -0.704 -1.473 0.08
H 7.038 -1.626 0.043 0.08
H 3.851 0.955 -1.788 0.13
H 1.407 0.832 -1.720 0.10
H -3.260 -3.657 1.029 0.12
H -2.847 -3.527 3.463 0.12
H -1.220 -1.927 4.377 0.12
H 0.083 -0.470 2.876 0.13
H 0.067 0.027 -2.845 0.10
H -1.295 -1.092 -4.546 0.12
H -2.931 -2.813 -3.917 0.12
H -3.287 -3.398 -1.541 0.12
H 1.640 -1.598 1.781 0.11
H 4.076 -1.391 1.776 0.13